The following is a quantum chemistry calculation of 3 unconnected molecules or ions with the total composition C32H55N5O6PS2, from the OMol25 dataset.

Net charge   +1
LUMO level   -0.160 hartree
Spin multiplicity   1

Each line ends with the Mulliken charge.
Cartesian coordinates (Å):
C (1.215, 6.153, 2.150)  -1.028
C (0.727, 6.584, 3.596)  -0.192
C (1.326, 5.685, 4.756)  -0.636
C (1.074, 4.145, 4.582)  -0.722
N (-0.333, 3.685, 4.720)  0.285
C (-0.961, 3.320, 3.445)  -0.466
C (-0.434, 1.843, 3.085)  -0.789
C (-0.099, 1.654, 1.552)  0.114
C (-0.890, 0.398, 0.970)  -1.362
C (-0.129, -0.392, -0.120)  1.051
C (0.145, -1.834, 0.017)  -0.985
C (0.882, -2.497, -1.091)  0.450
C (1.231, -4.021, -0.969)  -0.598
C (2.804, -4.065, -0.836)  0.450
C (3.505, -3.422, 0.275)  -0.380
C (4.949, -3.443, 0.344)  -0.693
C (5.728, -4.096, -0.704)  -0.498
C (5.042, -4.762, -1.800)  -0.731
C (3.577, -4.740, -1.871)  0.900
C (2.932, -5.469, -3.107)  -1.274
N (1.216, -1.726, -2.159)  1.116
N (1.877, -2.418, -3.205)  -0.678
N (1.016, -0.447, -2.360)  -1.144
C (0.393, 0.225, -1.396)  0.230
P (0.168, 2.082, -1.683)  0.308
N (1.444, 2.766, -1.010)  -0.650
C (-1.142, 4.506, 5.548)  -0.085
S (-2.445, 5.414, 5.101)  -0.256
S (-0.673, 4.505, 7.334)  -0.126
C (-2.288, 4.614, 8.215)  -0.674
C (-2.033, 4.686, 9.771)  -0.415
C (-2.386, 3.334, 10.521)  -0.979
H (2.238, 5.709, 2.200)  0.263
H (1.292, 7.104, 1.549)  0.397
H (0.455, 5.520, 1.634)  0.164
H (1.167, 7.610, 3.770)  0.380
H (-0.379, 6.715, 3.654)  0.085
H (1.066, 6.077, 5.779)  0.253
H (2.445, 5.828, 4.680)  0.491
H (1.412, 3.875, 3.544)  0.351
H (1.763, 3.597, 5.284)  0.144
H (-2.070, 3.239, 3.475)  0.545
H (-0.682, 3.977, 2.580)  -0.194
H (-1.277, 1.143, 3.359)  0.330
H (0.418, 1.551, 3.750)  0.333
H (-0.382, 2.562, 0.965)  0.071
H (0.999, 1.423, 1.470)  0.301
H (-1.290, -0.277, 1.775)  0.558
H (-1.815, 0.816, 0.468)  0.325
H (-0.186, -2.404, 0.914)  0.387
H (0.754, -4.426, -0.034)  0.477
H (0.861, -4.604, -1.845)  0.195
H (2.902, -2.917, 1.062)  0.371
H (5.473, -2.929, 1.178)  0.355
H (6.842, -4.071, -0.646)  0.362
H (5.655, -5.251, -2.589)  0.331
H (2.062, -4.888, -3.494)  0.261
H (2.562, -6.477, -2.782)  0.294
H (3.690, -5.609, -3.925)  0.392
H (1.349, -2.140, -4.044)  0.260
H (2.822, -2.012, -3.262)  0.290
H (-1.053, 2.541, -1.105)  0.169
H (0.255, 2.386, -3.082)  0.037
H (1.979, 3.264, -1.732)  0.248
H (-2.798, 5.561, 7.911)  0.397
H (-2.883, 3.713, 7.906)  0.331
H (-2.742, 5.461, 10.174)  0.283
H (-1.007, 5.071, 10.028)  0.390
H (-3.278, 3.475, 11.195)  0.270
H (-1.546, 3.027, 11.195)  0.247
H (-2.637, 2.504, 9.803)  0.315
C (0.076, 1.981, -9.699)  -1.101
C (0.324, 2.780, -8.435)  -0.162
O (-0.563, 2.372, -7.381)  -0.367
C (-0.231, 1.243, -6.755)  0.742
O (0.733, 0.557, -6.983)  -0.564
O (-1.174, 0.986, -5.833)  -0.374
C (-0.983, -0.248, -5.151)  -0.573
H (-0.977, 2.031, -9.984)  0.299
H (0.685, 2.361, -10.520)  0.361
H (0.317, 0.927, -9.552)  0.311
H (0.116, 3.834, -8.624)  0.291
H (1.364, 2.710, -8.112)  0.304
H (0.021, -0.314, -4.729)  0.135
H (-1.169, -1.082, -5.830)  0.414
H (-1.705, -0.296, -4.337)  0.278
C (-3.495, -7.650, -4.350)  -1.111
C (-2.295, -7.618, -3.426)  -0.222
O (-2.223, -6.373, -2.712)  -0.277
C (-3.054, -6.260, -1.668)  0.662
O (-3.828, -7.095, -1.284)  -0.544
O (-2.892, -5.037, -1.139)  -0.226
C (-3.790, -4.748, -0.066)  -0.680
H (-3.496, -6.779, -5.009)  0.293
H (-3.490, -8.556, -4.957)  0.367
H (-4.428, -7.622, -3.784)  0.313
H (-1.380, -7.689, -4.015)  0.292
H (-2.298, -8.460, -2.731)  0.323
H (-3.754, -5.521, 0.701)  0.339
H (-4.805, -4.637, -0.450)  0.319
H (-3.481, -3.803, 0.379)  0.157


The following is a quantum chemistry calculation of C3H8OS2 in the gas phase, from the OMol25 dataset.

Net charge   0
LUMO level   0.013 hartree
SMILES string   OCCCSS
Spin multiplicity   1

Each line ends with the natural charge from an NBO analysis.
Cartesian coordinates (Å):
O (2.218, 0.396, 0.446)  -0.728
C (1.480, 0.453, -0.754)  -0.073
C (0.047, 0.994, -0.620)  -0.421
C (-0.949, 0.041, 0.324)  -0.549
S (-1.206, -1.564, -0.475)  0.096
S (-2.687, -2.154, 0.926)  -0.147
H (2.063, -0.378, 1.017)  0.476
H (2.052, 1.234, -1.398)  0.187
H (1.481, -0.469, -1.482)  0.173
H (-0.161, 2.051, -0.215)  0.220
H (-0.269, 0.938, -1.605)  0.203
H (-0.370, -0.073, 1.265)  0.199
H (-1.900, 0.517, 0.570)  0.231
H (-1.799, -1.987, 2.000)  0.134


The following is a quantum chemistry calculation of 9 unconnected molecules or ions with the total composition C48H123N9O15, from the OMol25 dataset.

Net charge   0
LUMO level   0.023 hartree
SMILES string   COC[C@H](C)N.COC[C@H](C)N.COC[C@H](C)N.COCCNCCOC.COCCNCCOC.COCCNCCOC.COCCNCCOC.COCCNCCOC.COCCNCCOC
Spin multiplicity   1

Each line ends with the Mulliken charge.
Cartesian coordinates (Å):
C (-0.856, -1.327, 1.762)  0.831
O (-0.873, -0.293, 2.813)  -0.591
C (-1.382, 0.950, 2.338)  0.013
C (-0.937, 2.071, 3.297)  1.482
C (-1.665, 1.981, 4.695)  -1.886
N (-1.178, 3.469, 2.873)  -0.532
H (-0.178, -1.112, 0.936)  -0.377
H (-1.869, -1.239, 1.367)  -0.485
H (-0.811, -2.349, 2.137)  0.034
H (-0.975, 1.165, 1.350)  -0.122
H (-2.470, 0.940, 2.268)  0.277
H (0.115, 1.971, 3.564)  -0.856
H (-1.290, 2.705, 5.417)  0.558
H (-1.418, 0.965, 5.003)  0.354
H (-2.747, 2.036, 4.576)  0.417
H (-0.356, 3.850, 2.427)  0.088
H (-1.291, 3.995, 3.728)  0.359
C (3.929, -0.976, -3.438)  -0.528
O (3.491, -0.618, -4.797)  -0.323
C (2.975, -1.755, -5.489)  -0.791
C (2.742, -1.595, -7.052)  0.742
C (1.605, -0.675, -7.309)  -1.385
N (2.365, -2.851, -7.661)  -0.707
H (4.442, -0.103, -3.033)  0.255
H (4.687, -1.755, -3.355)  0.461
H (3.108, -1.205, -2.759)  0.003
H (3.556, -2.667, -5.352)  0.296
H (1.986, -2.035, -5.127)  0.240
H (3.659, -1.166, -7.457)  0.259
H (1.305, -0.569, -8.351)  0.478
H (2.017, 0.314, -7.111)  0.228
H (0.722, -0.747, -6.674)  0.341
H (3.056, -3.582, -7.745)  0.221
H (1.986, -2.738, -8.590)  0.217
C (2.395, 7.678, -1.133)  -0.900
O (3.045, 6.522, -1.597)  -0.270
C (4.087, 6.095, -0.793)  0.538
C (5.155, 5.585, -1.731)  0.172
C (4.756, 4.305, -2.502)  -1.264
N (6.436, 5.237, -1.131)  -0.703
H (1.555, 7.768, -1.822)  0.328
H (2.966, 8.586, -1.329)  0.366
H (2.094, 7.717, -0.086)  0.319
H (4.516, 6.831, -0.113)  0.624
H (3.812, 5.333, -0.065)  -0.735
H (5.469, 6.417, -2.363)  0.396
H (5.413, 3.971, -3.306)  0.431
H (3.815, 4.454, -3.031)  0.383
H (4.640, 3.399, -1.908)  -0.022
H (6.713, 6.086, -0.659)  0.370
H (6.154, 4.585, -0.413)  0.044
C (-1.601, -1.231, -1.967)  -1.082
O (-0.393, -0.596, -1.633)  0.620
C (-0.331, 0.720, -2.280)  -1.207
C (0.923, 1.530, -1.985)  -0.536
N (1.058, 1.751, -0.606)  0.969
C (2.373, 2.249, -0.110)  -0.354
C (2.453, 1.966, 1.394)  0.575
O (2.693, 0.511, 1.560)  -0.218
C (2.673, 0.127, 2.938)  -0.631
H (-1.749, -2.208, -1.506)  -0.093
H (-1.769, -1.246, -3.043)  0.345
H (-2.409, -0.674, -1.493)  0.533
H (-1.172, 1.339, -1.969)  0.481
H (-0.428, 0.671, -3.365)  0.269
H (0.844, 2.429, -2.596)  0.602
H (1.778, 0.914, -2.261)  -0.202
H (1.006, 0.852, -0.149)  -0.510
H (2.450, 3.316, -0.322)  -0.024
H (3.142, 1.658, -0.607)  0.135
H (1.577, 2.274, 1.965)  -0.672
H (3.280, 2.496, 1.865)  0.219
H (3.225, 0.869, 3.515)  0.239
H (3.125, -0.859, 3.048)  0.297
H (1.647, 0.201, 3.296)  0.069
C (2.119, 3.103, 5.604)  -1.063
O (2.743, 3.460, 4.387)  0.092
C (2.525, 4.889, 4.115)  -1.017
C (3.555, 5.301, 3.075)  0.525
N (4.863, 5.210, 3.767)  -0.435
C (6.050, 5.254, 2.852)  -0.827
C (6.590, 3.862, 2.336)  -0.587
O (5.829, 3.417, 1.243)  0.176
C (6.067, 2.089, 0.943)  -0.722
H (2.481, 3.649, 6.476)  0.378
H (2.465, 2.124, 5.937)  0.284
H (1.041, 3.168, 5.457)  0.334
H (2.682, 5.533, 4.980)  0.532
H (1.531, 5.059, 3.704)  0.302
H (3.338, 6.339, 2.823)  0.381
H (3.550, 4.618, 2.225)  -0.439
H (4.812, 4.326, 4.252)  0.315
H (6.853, 5.778, 3.370)  0.374
H (5.808, 5.914, 2.019)  0.205
H (6.588, 3.059, 3.072)  0.533
H (7.635, 4.016, 2.066)  0.349
H (5.195, 1.700, 0.418)  -0.017
H (6.308, 1.469, 1.806)  0.433
H (6.880, 2.009, 0.221)  0.250
C (-5.462, -3.139, -4.696)  -0.859
O (-5.727, -2.987, -3.274)  -0.298
C (-5.729, -4.217, -2.584)  -0.526
C (-4.394, -4.931, -2.467)  -0.347
N (-4.334, -5.930, -1.401)  -0.356
C (-4.403, -5.331, -0.076)  -0.497
C (-3.045, -4.740, 0.410)  0.414
O (-2.336, -5.817, 0.986)  -0.512
C (-0.934, -5.479, 1.063)  -0.156
H (-5.227, -2.165, -5.125)  0.309
H (-6.251, -3.590, -5.297)  0.331
H (-4.599, -3.726, -5.013)  0.330
H (-6.419, -4.960, -2.982)  0.299
H (-6.235, -3.990, -1.646)  0.328
H (-3.538, -4.267, -2.348)  0.061
H (-4.248, -5.420, -3.430)  0.470
H (-3.557, -6.563, -1.525)  0.329
H (-4.796, -6.029, 0.663)  0.407
H (-5.181, -4.578, 0.042)  -0.263
H (-3.104, -3.805, 0.966)  0.223
H (-2.544, -4.505, -0.529)  -0.072
H (-0.527, -6.307, 1.643)  0.317
H (-0.697, -4.457, 1.360)  -0.222
H (-0.562, -5.513, 0.038)  0.339
C (-5.148, 0.416, -0.280)  -0.124
O (-5.910, -0.464, 0.543)  -0.535
C (-5.409, -1.681, 1.097)  1.826
C (-6.044, -1.960, 2.441)  -1.130
N (-7.258, -2.814, 2.340)  -0.171
C (-7.779, -2.959, 3.682)  -0.709
C (-9.058, -3.760, 3.525)  -0.567
O (-10.014, -3.057, 2.755)  -0.339
C (-11.190, -3.874, 2.699)  -0.806
H (-5.704, 1.309, -0.567)  0.230
H (-4.944, -0.128, -1.202)  0.213
H (-4.308, 0.708, 0.349)  -0.046
H (-4.335, -1.540, 1.221)  -0.999
H (-5.409, -2.518, 0.398)  -0.301
H (-6.303, -1.030, 2.947)  0.471
H (-5.357, -2.467, 3.118)  0.449
H (-8.062, -2.487, 1.823)  0.269
H (-7.958, -2.008, 4.185)  0.345
H (-7.139, -3.615, 4.272)  0.337
H (-9.453, -3.856, 4.536)  0.413
H (-8.895, -4.693, 2.986)  0.349
H (-11.965, -3.435, 2.070)  0.293
H (-11.599, -4.238, 3.641)  0.299
H (-11.011, -4.786, 2.129)  0.335
C (0.186, 2.119, -5.730)  -1.322
O (-0.475, 2.740, -4.657)  0.023
C (-1.866, 3.018, -5.014)  -0.701
C (-2.538, 4.073, -4.121)  -0.482
N (-2.684, 3.627, -2.753)  0.030
C (-3.174, 4.637, -1.763)  -0.832
C (-2.340, 5.928, -1.528)  -0.365
O (-1.462, 5.801, -0.414)  -0.431
C (-0.216, 5.194, -0.813)  0.439
H (1.219, 2.131, -5.383)  0.352
H (0.165, 2.658, -6.677)  0.480
H (-0.095, 1.073, -5.856)  0.492
H (-2.532, 2.155, -5.008)  0.210
H (-1.936, 3.533, -5.973)  0.480
H (-3.446, 4.468, -4.577)  0.469
H (-1.882, 4.942, -4.153)  0.251
H (-1.735, 3.380, -2.510)  -0.387
H (-3.314, 4.107, -0.821)  0.283
H (-4.214, 4.883, -1.977)  0.525
H (-3.038, 6.712, -1.233)  0.355
H (-1.812, 6.242, -2.428)  0.260
H (0.422, 5.890, -1.358)  0.039
H (-0.325, 4.350, -1.494)  -0.092
H (0.313, 4.875, 0.085)  -0.100
C (4.815, -9.709, 4.726)  -0.767
O (4.211, -8.423, 4.873)  -0.278
C (4.608, -7.492, 3.883)  -0.401
C (3.445, -6.521, 3.943)  -0.589
N (3.520, -5.673, 2.778)  -0.358
C (2.536, -4.601, 2.928)  -0.913
C (2.493, -3.521, 1.746)  0.163
O (1.879, -4.082, 0.576)  -0.348
C (1.814, -3.185, -0.520)  -0.712
H (4.773, -10.134, 3.723)  0.324
H (4.352, -10.414, 5.416)  0.245
H (5.889, -9.638, 4.897)  0.303
H (4.641, -7.915, 2.879)  0.303
H (5.600, -7.082, 4.070)  0.337
H (3.448, -5.908, 4.844)  0.302
H (2.525, -7.100, 4.015)  0.244
H (3.246, -6.186, 1.952)  0.311
H (2.626, -4.115, 3.900)  0.449
H (1.524, -5.005, 2.960)  0.246
H (3.464, -3.034, 1.653)  0.479
H (1.850, -2.668, 1.964)  -0.222
H (2.704, -2.676, -0.888)  0.371
H (1.080, -2.401, -0.338)  0.110
H (1.467, -3.702, -1.415)  0.445


| no. | molar mass (Da) | strongest force on any atom (eV/Å) |
| --- | --- | --- |
| 1 | 700.9 | 3.441 |
| 2 | 124.2 | 3.530 |
| 3 | 1066.6 | 2.947 |